Entry 1:
Formula: C28H58B6F24N7O5
Source: the Open Molecules 2025 dataset
Level of theory: ωB97M-V/def2-TZVPD

Values from the calculation:
* charge: +1
* gap between HOMO and LUMO: 7.17 eV
* LUMO energy: -4.331 eV

CARTESIAN COORDINATES (ANGSTROEM)
C: 3.103586 -4.115581 6.174858
C: 3.303397 -3.260711 4.911113
O: 3.412006 -3.795791 3.812316
N: 3.170785 -1.715694 5.081685
H: 2.370820 -1.507671 5.662103
H: 3.940133 -1.353893 5.626929
C: 2.890299 -0.936588 3.796687
H: 4.055483 -4.305501 6.670767
H: 2.919943 -5.109441 5.766657
H: 2.268883 -3.726845 6.758172
H: 2.613525 0.087380 4.047658
H: 1.985399 -1.369400 3.370164
H: 3.696697 -1.102933 3.082437
C: 2.027748 0.562504 -5.036859
C: 3.397857 0.585911 -5.774960
O: 4.267654 1.423168 -5.749680
N: 3.626424 -0.714108 -6.642418
H: 4.595827 -0.530914 -6.858767
H: 3.487786 -1.581769 -6.144378
C: 2.879638 -0.684580 -7.944904
H: 1.209762 -0.065373 -5.390095
H: 1.468269 1.496055 -4.977263
H: 2.216443 0.126928 -4.055648
H: 1.844924 -0.679800 -7.602225
H: 3.226443 -1.507641 -8.569732
H: 3.043761 0.280563 -8.424142
C: -2.133035 1.613919 -4.504893
C: -2.143520 0.208059 -4.936425
O: -1.138911 -0.460323 -5.087092
N: -3.506570 -0.453381 -4.899653
H: -4.118496 -0.186798 -5.657656
H: -3.243055 -1.421249 -5.017529
C: -4.098848 -0.362712 -3.445814
H: -1.515851 2.264848 -5.124145
H: -1.790096 1.689227 -3.472987
H: -3.089003 2.135803 -4.548026
H: -4.799994 -1.196895 -3.470892
H: -4.667054 0.557599 -3.310623
H: -3.242611 -0.358889 -2.771321
C: 4.414637 1.523006 -1.736494
C: 5.716595 0.905027 -2.040115
O: 5.858644 0.158434 -2.981747
N: 6.875083 1.349314 -1.141876
H: 7.315755 2.167222 -1.538031
H: 6.468137 1.768486 -0.317999
C: 7.798857 0.251482 -0.528091
H: 3.998826 1.877632 -2.679602
H: 4.458452 2.434645 -1.140596
H: 3.837737 0.838784 -1.114311
H: 8.349179 -0.103238 -1.399529
H: 7.139593 -0.494014 -0.083444
H: 8.523310 0.732799 0.128865
C: -3.794955 2.785795 5.622190
N: -4.136064 1.584092 4.840740
C: -4.826596 0.541015 5.391470
C: -4.940215 -0.679185 4.660140
C: -4.460691 -0.705659 3.306222
C: -3.848658 0.440410 2.746736
C: -3.675488 1.567980 3.559917
C: -4.833024 -1.899312 2.502196
C: -6.087282 -2.532285 2.630447
C: -6.577898 -3.517721 1.747968
N: -5.648204 -3.900604 0.777101
C: -4.440617 -3.327053 0.634990
C: -3.966367 -2.344866 1.466277
C: -6.066435 -4.999769 -0.151895
H: -2.790718 2.628491 6.015728
H: -4.409429 2.873594 6.518190
H: -3.951996 3.727800 5.096777
H: -5.218520 0.680222 6.388170
H: -5.397040 -1.492378 5.204585
H: -3.368827 0.460378 1.779387
H: -3.133352 2.463621 3.294737
H: -6.902868 -2.359633 3.317038
H: -7.556763 -3.969857 1.686218
H: -4.086066 -3.573569 -0.354919
H: -3.057408 -1.764195 1.411316
H: -5.566673 -5.891849 0.225636
H: -5.643968 -4.868320 -1.148055
H: -7.120103 -5.278060 -0.172848
C: -0.087115 1.092809 2.191554
C: 0.585564 1.624143 0.947953
C: 1.120776 0.502496 -0.015067
O: 0.024865 -0.280562 -0.436099
C: 0.182390 -0.936834 -1.775030
N: -0.457322 2.464553 0.165116
H: -0.918173 3.174846 0.715761
H: 0.056930 2.846970 -0.615521
H: -1.109459 1.840595 -0.288206
H: -0.423668 1.858430 2.890601
H: 0.612689 0.483083 2.763060
H: -0.904007 0.393641 2.012867
H: 1.149442 2.508551 1.244553
H: 2.005227 -0.040184 0.318599
H: 1.701936 0.902241 -0.846077
H: 0.381202 -0.251714 -2.599151
H: -0.816430 -1.318965 -1.985858
H: 1.052591 -1.587366 -1.687539
B: 2.890721 -3.523345 -4.833583
F: 2.343508 -3.025236 -3.584226
F: 4.148333 -2.827518 -4.984371
F: 3.000292 -4.875363 -4.811966
F: 1.993954 -3.204809 -5.856995
B: 1.504037 4.226090 -2.100623
F: 0.584555 3.658062 -2.867294
F: 2.067115 3.275517 -1.215878
F: 2.502254 4.768165 -2.898726
F: 0.986291 5.129967 -1.250128
B: -4.189374 1.744245 -0.796937
F: -2.847486 1.486451 -1.056414
F: -4.946876 2.200641 -1.838355
F: -4.671423 0.570859 -0.141015
F: -4.225557 2.676059 0.102182
B: 4.932386 1.051001 1.769968
F: 5.164158 0.673460 3.021214
F: 4.920900 -0.035204 0.965330
F: 3.774918 1.698791 1.737026
F: 5.858254 1.899229 1.290693
B: -1.219878 -1.400680 4.705279
F: 0.016510 -1.964767 4.860340
F: -1.638117 -1.836138 3.503358
F: -2.110988 -1.859475 5.576223
F: -1.318398 0.017919 4.904687
B: -1.333739 4.739433 2.979624
F: -0.163467 5.022959 2.394440
F: -0.941950 3.917799 4.011517
F: -1.930681 5.848746 3.565026
F: -2.092717 4.084258 2.081177

Atoms 1-2, force components in eV/Å:
0.47 0.33 -1.39
-0.49 -2.67 -2.24

Atomic partial charges in e from the Löwdin method, atoms 1 to 2:
1. C 0.028
2. C -0.303

---

Entry 2:
Formula: C5H13O2
Source: the Open Molecules 2025 dataset
Level of theory: ωB97M-V/def2-TZVPD

Values from the calculation:
* charge: -1
* ΔE to the lowest compared entry with this formula, charge and spin: 40.6 kcal/mol
* gap between HOMO and LUMO: 5.52 eV
* LUMO energy: 3.334 eV

CARTESIAN COORDINATES (ANGSTROEM)
C: -1.303996 -0.504511 -0.250381
O: -1.884654 0.448725 0.475442
C: -0.988654 -1.902938 0.517200
C: 0.436295 -2.331684 0.857438
C: 1.209979 -1.277441 1.713422
C: 2.434355 -0.720933 0.986492
H: -1.922938 -0.951308 -1.048201
H: -0.328619 -0.230578 -0.752591
H: -1.451364 -2.733314 -0.015884
H: -1.578132 -1.673474 1.410285
H: 1.067957 -2.559430 -0.004884
H: 0.272472 -3.330258 1.300439
H: 1.563755 -1.866159 2.574886
H: 0.566596 -0.523861 2.157102
H: 3.360923 -1.049555 1.468452
H: 2.512054 0.368597 1.024303
H: 2.441926 -1.056008 -0.047044
H: 0.452265 4.658935 -2.845226
H: -0.493336 4.609022 -3.978046
O: -0.090418 5.227939 -3.374798

Atoms 1-2, force components in eV/Å:
0.65 -1.15 0.16
0.25 -0.14 0.09

Atomic partial charges in e from the natural (NBO) method, atoms 1 to 2:
1. C 0.005
2. O -0.947

---

Entry 3:
Formula: C8H24KN2O4
Source: the Open Molecules 2025 dataset
Level of theory: ωB97M-V/def2-TZVPD

Values from the calculation:
* charge: -1
* gap between HOMO and LUMO: 7.32 eV
* LUMO energy: 2.783 eV

CARTESIAN COORDINATES (ANGSTROEM)
K: 0.740109 -0.045089 1.625573
O: 0.259266 -2.365728 2.337688
H: -0.226123 -3.205310 2.477396
O: 1.903446 2.093585 0.688213
H: 2.557701 1.965929 -0.032353
C: -1.573891 5.190510 -0.197932
C: -0.435616 4.182754 0.157938
C: -0.629914 3.475893 1.489513
O: -0.244970 4.278913 2.560922
C: 1.107850 4.375028 2.654896
N: -0.359836 3.107635 -0.785055
H: -2.437656 4.606434 -0.475102
H: -1.205248 5.930173 -0.896876
H: -1.856154 5.740763 0.692981
H: 0.526843 4.725813 0.226891
H: -0.018232 2.564902 1.452295
H: -1.650374 3.271102 1.564405
H: 1.494379 3.374270 2.861529
H: 1.356741 5.004118 3.535689
H: 1.671038 4.765013 1.752697
H: -0.173032 3.565924 -1.639209
H: 0.519845 2.686745 -0.565542
C: -0.443004 -4.976479 0.306054
C: 0.454418 -4.280868 -0.774632
C: -0.168666 -3.030692 -1.467110
O: -1.360539 -3.401835 -2.124776
C: -1.170054 -3.952003 -3.427040
N: 1.773099 -3.913021 -0.284632
H: -1.127455 -5.753952 -0.092668
H: -1.028701 -4.251228 0.882753
H: 0.248716 -5.525818 0.969565
H: 0.597669 -5.021771 -1.556339
H: 0.492283 -2.581164 -2.202355
H: -0.407650 -2.234766 -0.702666
H: -0.864015 -3.203365 -4.133236
H: -2.144166 -4.334627 -3.690531
H: -0.387650 -4.784998 -3.425272
H: 2.503008 -4.615693 -0.386777
H: 1.706521 -3.427091 0.623109

Atoms 1-2, force components in eV/Å:
0.07 -0.15 0.01
-0.35 -0.71 -0.21

Atomic partial charges in e from the natural (NBO) method, atoms 1 to 2:
1. K 0.978
2. O -1.390

---

Entry 4:
Formula: C23H25DyN2O2
Source: the Open Molecules 2025 dataset
Level of theory: ωB97M-V/def2-TZVPD

Values from the calculation:
* ΔE to the lowest compared entry with this formula, charge and spin: 16.6 kcal/mol
* spin multiplicity: 6
* gap between HOMO and LUMO (spin up / spin down): 7.38 / 8.54 eV
* LUMO energy (spin up / spin down): -1.025 / 0.086 eV

CARTESIAN COORDINATES (ANGSTROEM)
C: 2.690902 -0.105820 3.101004
C: 2.524647 -0.819806 1.868801
C: 2.107691 0.106700 0.868352
H: 2.740406 -1.874411 1.707771
C: 1.973223 1.388953 1.476605
C: 2.352681 1.268353 2.852726
H: 1.766040 2.320223 0.941743
C: -1.345874 -2.103896 3.097958
C: -0.174354 -2.598335 2.431623
C: -0.281219 -2.241202 1.052159
H: 0.617184 -3.186797 2.888370
C: -1.490953 -1.492364 0.843438
C: -2.127384 -1.397856 2.133829
H: 2.066348 -0.091416 -0.207137
H: 2.357988 2.071658 3.589585
H: 2.998341 -0.539973 4.052648
H: -3.108856 -0.951878 2.308128
H: 0.382143 -2.594505 0.264982
H: -1.570644 -2.223478 4.158127
Dy: 0.229742 -0.105736 2.755737
C: -2.210840 -1.318705 -0.494360
C: -3.494534 -2.199933 -0.423680
C: -1.402170 -1.859847 -1.671173
H: -3.222751 -3.248759 -0.244900
H: -4.038245 -2.152638 -1.376870
H: -4.172570 -1.877177 0.376480
H: -1.197701 -2.925218 -1.507166
H: -0.455348 -1.332437 -1.817035
H: -2.000811 -1.787014 -2.588994
C: -2.778484 0.144024 -0.820446
C: -2.068269 1.407037 -1.276349
H: -3.321453 0.487953 0.074069
H: -3.498986 -0.035543 -1.639283
O: -2.373788 2.461836 -0.684312
N: -1.264701 1.408348 -2.400891
C: -0.322344 2.559260 -2.526951
H: -1.776512 1.189793 -3.277232
C: 1.052464 1.993210 -2.729773
C: 2.190301 2.663435 -2.259847
H: 2.050554 3.595276 -1.708403
C: 3.456922 2.116553 -2.480853
H: 4.340560 2.646367 -2.115913
C: 3.584000 0.892352 -3.155005
H: 4.577475 0.477181 -3.344040
C: 2.438782 0.196469 -3.571799
H: 2.519637 -0.769881 -4.072415
C: 1.173717 0.747366 -3.345548
H: 0.269067 0.201105 -3.626174
H: -0.322803 3.206138 -1.621105
H: -0.610411 3.232992 -3.364516
O: -0.850746 1.251109 6.982072
C: -0.612821 1.021720 5.844314
N: -0.365249 0.779216 4.681662

Atoms 1-2, force components in eV/Å:
0.18 0.54 -0.70
0.44 0.65 0.11

Atomic partial charges in e from the Löwdin method, atoms 1 to 2:
1. C -0.234
2. C -0.224

---

Entry 5:
Formula: C5H4N2O
Source: the Open Molecules 2025 dataset
Level of theory: ωB97M-V/def2-TZVPD

Values from the calculation:
* ΔE to the lowest compared entry with this formula, charge and spin: 120.9 kcal/mol
* gap between HOMO and LUMO: 7.83 eV
* LUMO energy: -0.653 eV

CARTESIAN COORDINATES (ANGSTROEM)
O: 0.583493 -0.210980 2.428995
C: 0.258195 -0.096934 1.247920
C: -1.169341 -0.414345 0.541595
C: -1.335715 -0.938594 -0.650734
C: -0.288821 -0.824127 -1.750107
C: 0.773811 0.156968 -1.690211
N: 0.814346 1.153823 -0.622777
N: 0.512445 1.163613 0.507618
H: -2.072319 0.213193 1.174550
H: -2.542999 -0.961005 -0.920949
H: -0.251382 -1.611318 -2.606079
H: 1.482447 0.527113 -2.464137

Atoms 1-2, force components in eV/Å:
-0.34 -0.64 -3.57
-3.38 1.51 2.08

Atomic partial charges in e from the natural (NBO) method, atoms 1 to 2:
1. O -0.471
2. C 0.585

---

Entry 6:
Formula: C3H3FS2
Source: the Open Molecules 2025 dataset
Level of theory: ωB97M-V/def2-TZVPD

Values from the calculation:
* ΔE to the lowest compared entry with this formula, charge and spin: 10.8 kcal/mol
* gap between HOMO and LUMO: 7.91 eV
* LUMO energy: -1.128 eV

CARTESIAN COORDINATES (ANGSTROEM)
C: 2.242801 0.430450 0.111264
C: 1.158700 -0.303603 -0.005815
F: 1.276198 -1.654327 -0.113038
C: -0.303696 0.145186 -0.040894
S: -0.506904 1.846408 -0.036541
S: -1.652014 -0.972545 0.054737
H: 3.188704 -0.095577 0.262827
H: 2.201047 1.467138 0.047841
H: -0.919685 -2.096636 0.028212

Atoms 1-2, force components in eV/Å:
0.63 -1.65 0.13
-1.96 -0.74 -0.34

Atomic partial charges in e from the natural (NBO) method, atoms 1 to 2:
1. C -0.395
2. C 0.308